{"formula": "C33H49AgAs3Cl2N5O3S", "method": "ωB97M-V with the def2-TZVPD basis set", "e_above_lowest_ev": 0.310, "energy_ev": -271004.2286, "e_lumo_ev": 0.5, "mol_weight_da": 999.39, "orbital_gap_ev": 7.69, "spin_multiplicity": 1, "homo_energy_ev": -7.23, "species": ["Ag", "As", "As", "As", "Cl", "Cl", "S", "O", "O", "O", "N", "N", "N", "N", "N", "C", "C", "C", "C", "C", "C", "C", "C", "C", "C", "C", "C", "C", "C", "C", "C", "C", "C", "C", "C", "C", "C", "C", "C", "C", "C", "C", "C", "C", "C", "C", "C", "C", "H", "H", "H", "H", "H", "H", "H", "H", "H", "H", "H", "H", "H", "H", "H", "H", "H", "H", "H", "H", "H", "H", "H", "H", "H", "H", "H", "H", "H", "H", "H", "H", "H", "H", "H", "H", "H", "H", "H", "H", "H", "H", "H", "H", "H", "H", "H", "H", "H"], "xyz": [[-0.177, -0.281, -0.488], [1.937, 1.270, -0.088], [2.690, 6.080, -2.110], [-1.599, 1.659, -1.597], [-1.098, -5.102, 5.081], [2.927, -2.796, 2.349], [1.329, -3.245, -3.470], [-0.962, 1.655, 1.570], [-1.864, -2.186, -0.459], [0.856, -2.186, 0.387], [-0.888, 1.073, 4.983], [0.667, -0.807, -3.167], [-0.764, 1.917, 3.866], [-1.195, -2.210, -3.419], [2.040, -0.828, -3.154], [-2.007, 5.903, 4.165], [2.523, 1.432, 1.765], [3.680, 1.046, -0.931], [-2.144, 3.624, 4.928], [0.076, 1.372, 6.038], [2.529, -2.011, -3.281], [-3.302, 2.191, -0.819], [-0.712, 3.401, -1.367], [-1.190, 3.262, 3.988], [4.820, -1.259, -3.976], [-0.903, 1.171, 2.693], [-0.970, -0.205, 3.130], [1.198, 2.792, -2.897], [-1.420, -3.931, 2.651], [0.980, 5.093, -1.909], [-2.542, 4.950, 5.016], [-1.056, 5.529, 3.225], [0.401, -2.848, 1.352], [0.159, -1.989, -3.327], [3.997, 4.771, -2.767], [0.799, 3.579, -1.655], [3.305, 6.160, -0.243], [-0.925, -0.217, 4.477], [-0.869, -1.386, 5.394], [0.806, -3.926, 3.542], [-1.990, -2.877, 0.549], [3.999, -2.301, -3.230], [-0.554, -4.270, 3.649], [-0.636, 4.213, 3.140], [-2.069, 1.734, -3.490], [-0.973, -3.229, 1.512], [1.257, -3.252, 2.448], [1.650, 3.179, -0.446], [-0.927, 3.691, -0.334], [5.884, -1.487, -3.907], [-3.646, 3.133, -1.253], [-1.704, -1.456, -2.973], [-0.019, 2.422, 6.307], [-2.900, 1.051, -3.672], [-1.574, -1.285, 6.220], [-4.043, 1.413, -1.003], [4.050, 3.861, -2.171], [-1.075, -1.054, 2.483], [0.134, -1.494, 5.812], [2.857, 0.454, 2.113], [1.022, 1.717, -2.777], [-0.167, 0.770, 6.910], [0.417, 5.350, -2.812], [0.616, 3.122, -3.761], [-2.571, 2.871, 5.574], [3.335, 2.156, 1.855], [4.293, -2.335, -2.177], [4.359, 1.836, -0.605], [-2.993, -3.280, 0.795], [-2.468, -4.190, 2.735], [-1.102, -2.293, 4.840], [4.543, -1.224, -5.029], [2.254, 2.921, -3.137], [4.112, 6.889, -0.186], [3.562, 1.055, -2.012], [-1.486, -3.085, -3.008], [3.776, 4.513, -3.802], [2.486, 6.511, 0.384], [1.681, 1.753, 2.375], [-0.628, 6.268, 2.561], [-3.282, 5.233, 5.752], [-2.329, 6.933, 4.232], [4.082, 0.075, -0.639], [2.652, 3.604, -0.541], [-2.375, 2.744, -3.769], [4.654, -0.269, -3.558], [3.661, 5.206, 0.142], [1.102, 1.170, 5.716], [-1.281, 4.074, -2.018], [1.212, 3.605, 0.460], [0.113, 3.912, 2.425], [0.493, 5.646, -1.095], [4.186, -3.300, -3.630], [1.495, -4.191, 4.332], [-1.221, 1.418, -4.092], [-3.158, 2.305, 0.253], [4.969, 5.265, -2.742]], "forces_ev_per_a": [[0.0, 0.3, -0.2], [-0.2, -0.2, 0.1], [0.0, 0.0, 0.0], [0.2, -0.3, 0.2], [0.0, 0.0, 0.0], [0.0, 0.0, 0.0], [0.0, -0.1, 0.0], [0.0, 0.2, -0.1], [-0.1, -0.2, 0.1], [0.0, 0.0, -0.1], [0.0, 0.0, -0.2], [0.1, 0.1, -0.1], [0.0, 0.0, 0.1], [0.0, 0.0, 0.1], [-0.1, -0.1, 0.0], [0.0, 0.0, 0.0], [0.1, 0.1, 0.0], [0.0, 0.0, 0.1], [0.0, 0.1, 0.0], [-0.1, 0.1, 0.1], [0.3, 0.2, 0.0], [0.0, 0.0, -0.1], [0.0, 0.0, 0.0], [0.1, 0.0, -0.1], [0.1, 0.0, 0.0], [0.0, -0.2, 0.0], [0.0, 0.2, 0.0], [0.1, -0.2, -0.2], [0.1, -0.1, 0.1], [-0.1, 0.0, 0.0], [0.0, 0.0, 0.0], [0.0, 0.0, 0.0], [0.1, 0.1, 0.1], [-0.2, 0.1, 0.0], [0.0, 0.0, 0.0], [0.0, 0.1, 0.0], [0.0, 0.0, 0.0], [0.0, 0.0, 0.1], [0.0, 0.0, 0.0], [0.1, 0.0, 0.0], [0.1, 0.1, -0.1], [0.0, -0.1, 0.1], [0.0, -0.1, -0.2], [0.0, 0.0, 0.0], [-0.1, 0.0, 0.0], [-0.2, -0.2, -0.1], [0.0, 0.0, 0.0], [0.1, 0.0, 0.1], [0.0, 0.0, 0.0], [0.0, 0.0, 0.0], [0.0, 0.0, 0.0], [0.0, 0.0, 0.0], [0.0, 0.0, 0.0], [0.0, 0.0, 0.0], [0.0, 0.1, 0.0], [0.0, 0.0, 0.0], [0.0, 0.0, 0.0], [0.0, 0.0, -0.1], [0.0, 0.0, 0.0], [0.0, 0.0, 0.0], [0.0, 0.0, 0.0], [0.0, 0.0, 0.0], [0.0, 0.0, 0.0], [0.0, 0.0, 0.0], [0.0, 0.0, 0.0], [0.0, 0.0, 0.0], [0.0, 0.0, 0.0], [0.0, 0.0, 0.0], [0.0, 0.0, 0.0], [-0.1, 0.0, 0.0], [0.0, 0.2, 0.1], [0.0, 0.0, 0.0], [-0.1, 0.0, 0.0], [0.0, 0.0, 0.0], [0.0, 0.0, 0.0], [0.0, 0.0, 0.0], [0.0, 0.0, 0.0], [0.0, 0.0, 0.0], [0.0, 0.0, 0.0], [0.0, 0.0, 0.0], [0.0, 0.0, 0.0], [0.0, 0.0, 0.0], [0.0, 0.0, 0.0], [-0.1, -0.1, 0.0], [0.0, 0.0, 0.0], [0.0, 0.0, 0.0], [0.0, 0.0, 0.0], [0.0, 0.0, 0.0], [0.0, 0.0, 0.0], [0.0, 0.0, 0.0], [0.0, 0.0, 0.0], [0.0, 0.0, 0.0], [0.0, 0.0, 0.0], [0.0, 0.0, 0.0], [0.0, 0.0, 0.0], [0.0, 0.0, 0.0], [0.0, 0.0, 0.0]]}